Formula: C36H28N2O15S3
Source: the OMol25 dataset
Level of theory: ωB97M-V/def2-TZVPD

Computed properties:
LUMO: -1.77 eV
2S+1: 1
highest occupied orbital energy: -9.5 eV
frontier orbital gap: 7.759 eV

Atoms and positions in Å:
S1 2.8910 -6.7562 0.3601
S2 1.4598 -1.2865 -1.7697
S3 -1.1182 -3.8718 0.0913
O1 -0.7293 -3.7250 -8.5762
O2 2.5074 -0.5366 -1.2032
O3 0.3436 -1.7316 -0.6668
O4 -4.7841 2.1064 -0.1684
O5 3.9359 -0.9974 2.9604
O6 -4.2592 -3.2464 -4.6585
O7 3.4848 4.2347 2.2865
O8 -5.0408 1.9334 -4.7006
O9 4.9720 2.9275 6.8879
O10 0.7156 -0.7328 -2.8316
O11 -2.4088 -1.5532 -1.7104
O12 1.7339 -5.2951 2.2521
O13 3.9645 7.5589 9.2532
O14 2.0588 -2.7412 -2.1091
O15 -5.0161 7.3331 -0.9822
N1 3.9042 -5.1491 2.3085
N2 3.3829 -4.3782 3.3306
C1 -1.5370 -3.6139 -7.6813
C2 3.4369 0.7742 1.4960
C3 -3.0152 -0.7548 -2.3934
C4 3.9900 2.4602 3.7449
C5 5.1370 5.5195 9.3014
C6 -4.8377 3.3043 -0.3526
C7 4.1056 1.1472 3.9179
C8 -5.2370 3.8608 -1.6676
C9 5.3891 4.3580 8.7049
C10 -5.1142 -0.0559 -3.4449
C11 4.1927 6.5006 8.7105
C12 -2.6699 -4.5644 -7.5431
C13 -4.5649 5.5798 0.5221
C14 3.8364 0.2003 2.8056
C15 1.7380 -5.0663 -1.5734
C16 -1.4324 -2.5234 -6.6785
C17 -4.4552 -0.9317 -2.6924
C18 -5.2960 5.1731 -1.8748
C19 4.7366 3.9914 7.4235
C20 3.5895 3.0343 2.4376
C21 2.1296 -4.4640 3.2627
C22 0.1159 -3.1216 -0.9952
C23 -3.5556 -4.4442 -6.5581
C24 -4.4379 1.1317 -4.0162
C25 -4.5052 4.2669 0.7268
C26 3.5393 6.1344 7.4287
C27 -2.9945 1.3093 -3.7183
C28 -2.3186 -2.4038 -5.6941
C29 3.7911 4.9729 6.8320
C30 3.3213 2.0888 1.3268
C31 -3.4507 -3.3545 -5.5563
C32 1.4331 -6.1664 -0.5566
C33 -4.9643 6.1376 -0.7957
C34 1.5002 -3.6597 -1.0815
C35 2.9107 -5.6651 1.7189
C36 -2.3328 0.4336 -2.9664
H1 -4.2152 3.8398 1.6784
H2 -6.1658 -0.1664 -3.6759
H3 6.0747 3.6298 9.1190
H4 -4.9305 -1.8059 -2.2698
H5 -2.7289 -5.3514 -8.2840
H6 3.0298 2.5274 0.3805
H7 1.3801 -3.9979 3.8629
H8 2.8539 6.8624 7.0142
H9 3.3225 4.6930 5.8977
H10 -4.3876 -5.1266 -6.4390
H11 1.1832 -5.2350 -2.4931
H12 -0.3532 -3.0667 -1.9782
H13 -0.6002 -1.8409 -6.7962
H14 4.3976 0.7123 4.8657
H15 -2.2566 -1.6156 -4.9542
H16 0.7115 -5.8597 0.1878
H17 5.6021 5.8049 10.2362
H18 1.0322 -7.0411 -1.0486
H19 4.1842 3.1613 4.5423
H20 2.7885 -5.1299 -1.8296
H21 2.1554 -3.4438 -0.2409
H22 -5.5845 5.5977 -2.8279
H23 -4.3272 6.2992 1.2952
H24 -1.3101 -5.0638 -0.4922
H25 -5.4756 3.1411 -2.4398
H26 -2.5191 2.1840 -4.1447
H27 3.2467 0.0698 0.6983
H28 -1.2799 0.5398 -2.7377

Formula: C3H2ClO3
Source: the OMol25 dataset
Level of theory: ωB97M-V/def2-TZVPD

Computed properties:
net charge: -1
LUMO: 3.73 eV
2S+1: 1
highest occupied orbital energy: -4.6 eV
frontier orbital gap: 8.341 eV
SMILES: O=C([O-])[C@]1(Cl)CO1

Atoms and positions in Å:
Cl1 2.1429 -0.2973 0.2782
O1 0.8129 0.2293 -2.3215
O2 -0.0301 1.0469 0.9833
O3 -1.2948 0.2216 -1.5412
C1 -0.4555 -0.2806 1.1361
C2 0.4353 0.1379 0.0512
C3 -0.0697 0.2119 -1.4784
H1 -1.4976 -0.4620 0.9016
H2 -0.0435 -0.8078 1.9907

Formula: C4H7Cl
Source: the OMol25 dataset
Level of theory: ωB97M-V/def2-TZVPD

Computed properties:
LUMO: 0.57 eV
2S+1: 1
highest occupied orbital energy: -9.6 eV
frontier orbital gap: 10.213 eV
SMILES: C=C(C)CCl

Atoms and positions in Å:
Cl1 -2.4785 -0.1647 -0.4489
C1 -1.0312 -0.2129 0.7724
C2 0.9860 -1.3175 -0.4151
C3 0.3037 -0.2084 0.0479
C4 0.6045 1.2237 -0.3065
H1 0.4691 1.3029 -1.3955
H2 -1.2321 -1.1423 1.2610
H3 0.5335 -2.2726 0.0654
H4 1.8483 -1.4047 -1.0530
H5 -1.4433 0.7421 1.1755
H6 -0.1245 1.9106 0.2247
H7 1.5644 1.5438 0.0721

Formula: C19H44NO12P2
Source: the OMol25 dataset
Level of theory: ωB97M-V/def2-TZVPD

Computed properties:
net charge: -1
LUMO: -0.25 eV
2S+1: 1
highest occupied orbital energy: -2.2 eV
frontier orbital gap: 1.908 eV

Atoms and positions in Å:
P1 -4.7529 1.8062 5.5104
P2 5.9802 -2.4777 -4.3332
O1 7.0060 -3.0524 -5.5246
O2 5.0531 -2.0883 -3.2010
O3 -5.4958 0.6582 4.6166
O4 -5.6914 1.8100 6.8707
O5 6.0228 -0.9838 -5.0473
O6 4.7659 -3.1898 -5.2012
O7 -5.2673 1.4311 0.4027
O8 0.0034 0.0358 -0.9083
O9 1.8133 1.2139 0.0112
O10 -3.7004 0.7462 6.2223
O11 -5.2709 3.0756 4.9018
O12 5.3843 1.8931 -0.6437
N1 -2.3825 0.1769 -0.7720
C1 -5.6863 2.1726 -0.8980
C2 -6.2866 3.0002 7.3718
C3 -4.6798 0.9494 -0.7794
C4 8.3211 -0.2243 -4.7387
C5 6.6179 -3.4470 -6.8434
C6 -5.0618 -1.1300 7.0668
C7 6.0857 -2.3204 -7.7004
C8 4.2216 1.6563 0.1640
C9 -3.1705 1.3549 -0.9861
C10 -3.7332 -0.2776 3.1953
C11 2.4393 -2.8339 -4.6483
C12 6.8478 0.0117 -4.4543
C13 3.0006 1.3175 -0.7204
C14 -5.0586 0.4571 3.2549
C15 3.6219 -3.7783 -4.5770
C16 -4.0069 -0.0816 7.3414
C17 -1.1426 0.5398 -0.1672
C18 -7.7451 3.0670 6.9671
C19 1.1440 -0.0365 -0.1325
H1 -5.0152 -0.0111 -1.1828
H2 -5.7403 3.8851 7.0485
H3 1.5737 -3.2505 -4.1322
H4 -3.1584 1.7509 -2.0322
H5 8.9224 0.6084 -4.3706
H6 -5.0641 3.0376 -0.6607
H7 -6.2136 2.9596 8.4629
H8 3.8374 -4.0742 -3.5515
H9 -3.0679 2.1374 -0.2059
H10 -3.0711 -0.5881 7.5912
H11 -6.7343 2.0712 -0.6285
H12 -5.8262 -0.1340 2.7584
H13 5.1258 -1.9539 -7.3413
H14 5.1160 1.8264 -1.5689
H15 8.6723 -1.1394 -4.2535
H16 -1.0191 1.6450 -0.0936
H17 -8.2975 2.2302 7.3998
H18 -4.2599 0.5246 8.2113
H19 6.6593 0.0504 -3.3768
H20 5.9231 -4.2837 -6.8049
H21 1.7720 -0.8378 -0.5493
H22 8.4943 -0.3414 -5.8088
H23 -8.2021 3.9999 7.3033
H24 2.1685 -2.6437 -5.6886
H25 6.7768 -1.4767 -7.7067
H26 -1.1629 0.1568 0.8840
H27 -3.4763 -0.5202 2.1615
H28 -6.0429 -0.6868 6.9035
H29 -5.1387 -1.8103 7.9182
H30 -4.9891 1.4121 2.7361
H31 0.8613 -0.3561 0.8885
H32 3.2596 0.4310 -1.3207
H33 2.9175 2.1647 -1.4315
H34 4.4391 0.8567 0.8859
H35 5.9483 -2.6696 -8.7260
H36 4.0469 2.5839 0.7296
H37 7.5289 -3.8350 -7.3074
H38 3.3914 -4.6922 -5.1317
H39 -2.9272 0.3334 3.6128
H40 -4.8116 -1.7081 6.1769
H41 -3.7738 -1.1997 3.7793
H42 -7.8587 2.9917 5.8853
H43 6.5441 0.9699 -4.8782
H44 2.6759 -1.8664 -4.2047

Formula: C45H32N12O3SSn
Source: the OMol25 dataset
Level of theory: ωB97M-V/def2-TZVPD

Computed properties:
net charge: -2
LUMO (spin up / spin down): 3.86 / 3.86 eV
2S+1: 1
highest occupied orbital energy (spin up / spin down): -1.2 / -1.2 eV
frontier orbital gap (spin up / spin down): 5.032 / 5.034 eV

Atoms and positions in Å:
Sn1 0.1719 0.0477 -0.2623
S1 -1.9493 0.4036 -2.2600
O1 4.1154 1.5112 1.9149
O2 2.1588 2.0618 0.9721
O3 0.8392 -1.2625 1.9405
N1 1.9537 2.8557 -1.9865
N2 -1.3512 1.3607 1.9121
N3 -0.1433 2.2871 -0.9930
N4 -1.7704 -3.0686 -0.2267
N5 -2.5194 1.4604 1.1694
N6 2.4784 -1.9194 -2.0510
N7 1.7637 0.4033 -1.9937
N8 -4.2312 1.5592 -1.3235
N9 3.5654 2.8069 4.1640
N10 0.1972 -2.0507 -1.1942
N11 -2.3456 2.2504 -0.0824
N12 -1.8983 -0.7850 0.4114
C1 0.9906 5.7606 -1.0092
C2 -0.8471 4.3159 -0.3170
C3 -2.9120 0.2367 0.4029
C4 2.8799 2.0318 1.9280
C5 0.8652 -0.7598 3.1071
C6 1.0316 -6.5234 -0.3254
C7 -4.1928 -0.5256 0.5536
C8 -0.9467 6.6533 0.1543
C9 2.5341 -4.8976 -1.3125
C10 4.6974 2.1980 -3.2967
C11 1.4678 -2.5194 -1.5258
C12 2.6077 -0.5697 -2.2913
C13 -6.4950 -1.1070 0.6930
C14 1.5183 -3.9661 -1.2078
C15 3.6695 1.3696 -2.8432
C16 -1.1315 2.9014 -0.3988
C17 -3.8979 -1.8346 0.1706
C18 -2.4230 -1.9206 0.0378
C19 0.0215 -5.5758 -0.2125
C20 3.7756 4.2575 4.0657
C21 1.9362 -1.0363 4.0179
C22 -0.0607 0.6589 4.8928
C23 2.4147 2.5430 3.2819
C24 -1.5306 5.4025 0.2268
C25 4.9988 -0.6154 -3.3204
C26 0.3082 6.8290 -0.4582
C27 5.8545 1.6081 -3.7661
C28 2.0023 -0.4827 5.2790
C29 0.4115 4.4925 -0.9448
C30 -0.5221 -3.0574 -0.6466
C31 -2.8858 1.1321 -0.9327
C32 -0.1494 0.1318 3.6134
C33 1.0102 0.3873 5.7419
C34 -1.3426 0.4303 2.7818
C35 1.5901 3.8443 3.1563
C36 -5.4965 -0.1440 0.8041
C37 2.3715 1.6373 -2.2669
C38 2.2740 -6.1884 -0.8681
C39 0.2891 -4.2959 -0.6631
C40 0.8308 3.1785 -1.3736
C41 -4.8889 -2.7873 0.0228
C42 2.3737 4.8658 3.9969
C43 6.0080 0.2087 -3.7799
C44 -6.1988 -2.4111 0.2976
C45 3.8259 -0.0238 -2.8555
H1 3.2952 2.5642 5.1112
H2 3.4946 -4.6145 -1.7233
H3 1.9567 5.8925 -1.4811
H4 -4.1058 2.4647 -1.7652
H5 6.9329 -0.2212 -4.1470
H6 0.7437 7.8215 -0.4953
H7 1.9592 4.9284 5.0075
H8 1.0570 0.8200 6.7340
H9 4.3138 4.4578 3.1336
H10 -4.6349 -3.7930 -0.2865
H11 -5.7265 0.8788 1.0676
H12 -7.0000 -3.1348 0.2015
H13 0.5762 3.6944 3.5227
H14 6.6655 2.2317 -4.1262
H15 1.5111 4.1387 2.1101
H16 2.8443 -0.7272 5.9211
H17 -2.4940 5.2565 0.7007
H18 5.1055 -1.6930 -3.3108
H19 2.7131 -1.7015 3.6590
H20 -0.8530 1.3222 5.2302
H21 0.8610 -7.5347 0.0255
H22 -2.2293 -0.1957 2.9257
H23 4.3881 4.6196 4.8928
H24 3.0474 -6.9448 -0.9312
H25 -4.5349 0.9258 -2.0578
H26 1.8217 1.7295 3.6949
H27 4.4514 1.6646 2.8217
H28 -0.9410 -5.8138 0.2210
H29 -7.5233 -0.8364 0.9032
H30 -1.4560 7.5118 0.5772
H31 4.5785 3.2738 -3.2729
H32 2.3630 5.8675 3.5651